Density functional theory data (wB97M-V/def2-TZVPD) for a molecular structure, C17H36N2ORbSSeSi.

```
60
Properties=species:S:1:pos:R:3:forces:R:3:mulliken_charge:R:1
Rb -0.22664 -0.57347 0.82617 0.069 0.099 0.125 0.91
C 2.65091 -1.67543 0.47835 0.126 0.045 -0.002 0.22
C 2.14066 -2.20107 1.68153 0.049 0.004 0.027 -0.01
C 1.24991 -3.24621 1.35620 -0.012 -0.013 0.072 0.36
C 1.22190 -3.37995 -0.04720 -0.109 -0.063 -0.029 0.61
C 2.09063 -2.40849 -0.59124 -0.010 0.060 -0.048 1.15
C 2.51437 -2.27193 -2.02623 -0.010 -0.022 0.080 -1.71
C 0.48390 -4.44825 -0.80605 0.052 0.019 0.060 -1.69
C 0.47247 -4.06244 2.35085 0.030 0.036 -0.049 -1.51
C 2.38552 -1.68339 3.07186 -0.073 -0.008 -0.140 -1.42
C 3.65160 -0.56258 0.33082 -0.054 -0.059 -0.012 -1.54
H 3.50663 -2.70565 -2.20581 0.006 0.017 -0.023 0.32
H 2.57183 -1.22300 -2.33939 0.008 -0.014 -0.032 0.33
H 1.82434 -2.78637 -2.70086 0.004 0.017 -0.024 0.39
H 0.97297 -5.42730 -0.72879 -0.015 -0.009 -0.001 0.30
H 0.41570 -4.20959 -1.86873 -0.010 -0.012 -0.020 0.33
H -0.54174 -4.57207 -0.44368 -0.005 -0.024 -0.030 0.36
H 1.12979 -4.60660 3.03868 -0.025 -0.012 0.024 0.32
H -0.14917 -4.80516 1.84699 -0.015 -0.009 0.012 0.41
H -0.19476 -3.45370 2.97629 -0.001 -0.035 0.009 0.22
H 2.31800 -2.48870 3.80742 0.015 0.009 0.030 0.35
H 1.65448 -0.91770 3.37471 0.053 -0.002 0.084 0.13
H 3.37398 -1.22995 3.16743 0.003 0.011 0.036 0.42
H 3.28023 0.25748 -0.29659 0.024 0.004 0.010 0.24
H 4.58713 -0.90527 -0.12748 0.011 0.017 0.000 0.26
H 3.90527 -0.13057 1.30052 0.017 0.025 -0.007 0.42
O -2.15412 -1.30161 -1.00689 -0.104 -0.066 -0.159 -0.75
S -1.68811 -1.94779 -2.28474 -0.044 0.009 -0.014 0.44
C -3.03688 -1.73461 -3.49311 0.121 0.020 0.030 -0.89
C -2.83667 -0.37600 -4.14848 -0.008 0.031 0.041 -0.41
C -1.33805 -0.29009 -4.42222 0.004 -0.034 -0.072 -0.82
C -0.64389 -0.71007 -3.13136 -0.065 -0.080 0.033 0.17
H -3.96270 -1.85840 -2.93396 -0.017 0.000 -0.010 0.40
H -2.93168 -2.55158 -4.21159 -0.029 -0.005 -0.011 0.38
H -3.12993 0.41716 -3.45753 -0.021 0.001 -0.005 0.24
H -3.43058 -0.27796 -5.05896 -0.007 0.000 0.001 0.34
H -1.03469 0.71907 -4.70273 0.018 0.001 0.008 0.35
H -1.06589 -0.96416 -5.24046 -0.002 0.019 -0.006 0.33
H -0.62202 0.13100 -2.43244 0.013 0.001 0.004 0.07
H 0.35058 -1.13192 -3.25944 0.007 0.050 0.004 0.08
C -1.63032 4.64896 4.30295 0.012 0.004 -0.089 -1.00
Si -0.60958 4.21635 2.77204 0.025 0.011 -0.039 0.36
C -0.65052 5.74048 1.65251 -0.031 -0.026 0.080 -1.03
C 1.17566 4.00145 3.34787 -0.044 -0.013 -0.032 -1.02
Se -1.42673 2.45135 1.71400 -0.006 -0.004 0.094 -0.79
H -1.24803 5.53855 4.81183 0.015 0.024 -0.002 0.32
H -1.63714 3.82079 5.01334 0.009 -0.030 -0.005 0.25
H -2.66298 4.83692 4.00197 -0.022 0.009 0.034 0.24
H -0.28177 6.63951 2.15484 0.007 0.013 0.028 0.33
H -1.68142 5.91654 1.33800 0.000 0.036 -0.029 0.23
H -0.05212 5.57756 0.75456 0.014 -0.029 -0.013 0.27
H 1.53461 4.90023 3.85782 0.016 0.019 0.012 0.31
H 1.83031 3.80278 2.49697 0.005 -0.001 -0.010 0.26
H 1.26221 3.15797 4.03551 -0.012 -0.012 0.006 0.26
N -2.96791 1.73525 -1.35529 -0.120 -0.046 -0.005 -0.53
N -1.64602 2.17064 -1.71753 0.027 -0.042 -0.051 -0.31
H -3.24899 2.21628 -0.50296 0.044 0.003 0.012 0.37
H -2.89190 0.75258 -1.10552 0.042 0.003 -0.012 0.11
H -1.17015 2.50801 -0.87730 -0.009 0.018 0.005 0.09
H -1.76249 2.96210 -2.33750 0.034 0.034 0.014 0.21
```
Positions in Å, forces in eV/Å.

Charge   -1
Orbital gap   0.2064 Ha
ΔE to the lowest compared entry with this formula, charge and spin   2.0 kcal/mol
Spin multiplicity   1

***

Density functional theory data (wB97M-V/def2-TZVPD) for 7 unconnected molecules or ions with the total composition C17H36O13S4 at a distorted geometry.

```
70
Properties=species:S:1:pos:R:3:forces:R:3:mulliken_charge:R:1
C -19.86005 13.04042 3.04984 -0.276 -1.209 -0.233 -0.35
C -20.49271 13.45349 1.72139 0.537 -0.291 1.948 -0.22
O -20.86825 14.82508 2.03970 0.026 -0.318 -2.433 -0.32
C -20.71012 15.07491 3.32666 -1.907 4.812 2.040 0.72
O -20.95893 16.15391 3.90820 0.843 -3.279 -2.343 -0.59
O -20.37272 14.00394 3.96082 1.770 -2.100 1.588 -0.31
H -18.77766 12.93207 2.98080 0.126 0.724 0.564 0.25
H -20.24734 12.05939 3.32498 0.102 0.099 0.317 0.28
H -21.31217 12.73616 1.67639 -0.613 0.903 -1.052 0.26
H -19.73611 13.32419 0.94748 -0.617 0.649 -0.390 0.29
C -31.69345 12.16229 11.13344 -0.144 -0.713 -0.062 -0.32
C -30.71205 12.88720 12.05682 0.647 -1.584 0.130 -0.25
O -31.42361 13.02997 13.29140 -1.658 0.128 -1.260 -0.32
C -32.77360 12.98903 12.94105 1.429 -0.677 -1.907 0.61
O -33.67438 13.28616 13.60912 -1.306 0.538 1.619 -0.45
O -32.95019 12.52774 11.63380 -0.458 2.052 1.537 -0.34
H -31.84037 11.08871 11.25163 1.677 -0.409 -0.148 0.25
H -31.55750 12.38585 10.07531 -0.214 0.277 0.107 0.28
H -30.34940 13.84506 11.68390 -0.240 0.027 0.014 0.27
H -29.88380 12.20709 12.25569 0.273 0.341 -0.018 0.26
C -22.91780 1.04964 7.77647 -2.759 2.093 1.309 -0.35
C -21.56507 1.57032 7.43125 -0.868 -0.587 -1.064 -0.20
O -20.94991 0.31679 7.27006 2.935 -0.880 -0.687 -0.32
C -21.49656 -0.66926 7.99546 1.243 -3.186 1.827 0.70
O -20.89300 -1.72583 8.39363 -3.530 5.299 -2.188 -0.55
O -22.81471 -0.26471 8.22954 2.027 -1.652 0.827 -0.33
H -23.73247 1.08027 7.05295 0.630 -0.053 -0.839 0.28
H -23.31493 1.73383 8.52630 -0.221 -0.465 0.749 0.27
H -21.02560 2.20245 8.13658 -0.216 -0.315 0.337 0.27
H -21.69595 2.12785 6.50382 0.762 -0.252 -0.266 0.24
C -20.15100 6.75962 -3.02846 -0.015 -0.334 0.312 -0.90
S -19.08194 6.63382 -1.53698 -0.856 -2.276 0.054 0.49
O -19.98763 6.64762 -0.33540 0.481 0.612 -0.815 -0.59
C -18.83396 4.81097 -1.78169 0.428 0.024 -0.038 -0.93
H -20.97496 6.06176 -2.87945 -0.598 0.712 0.699 0.32
H -19.80709 6.32974 -3.96922 1.097 0.563 0.055 0.37
H -20.36028 7.82764 -3.08877 -0.587 -0.311 -0.303 0.28
H -19.75461 4.26062 -1.58772 -0.304 0.515 0.065 0.32
H -18.10638 4.42211 -1.06928 0.131 0.297 -0.035 0.31
H -18.52112 4.56890 -2.79737 0.218 0.204 0.011 0.33
C -23.65853 12.67933 10.82226 -0.435 0.394 0.022 -0.77
S -23.52771 11.38778 12.07469 0.244 -0.451 1.116 0.51
O -22.54519 10.33982 11.65824 -0.218 0.602 -0.049 -0.63
C -22.66196 12.36122 13.40283 0.028 -0.456 -0.169 -0.94
H -23.15025 12.41871 9.89391 0.300 -0.018 0.316 0.30
H -23.36912 13.64155 11.24472 0.311 -0.065 -0.285 0.28
H -24.72308 12.74777 10.59832 -0.033 -0.035 -0.057 0.28
H -21.62334 12.37771 13.07255 -0.009 0.427 -0.057 0.32
H -22.67400 11.83392 14.35672 -0.214 -0.511 -0.270 0.31
H -23.09689 13.33239 13.63898 0.030 0.110 -0.577 0.35
C -26.69429 7.12901 5.67337 0.715 0.404 0.340 -0.97
S -27.10333 7.73419 3.96972 -0.276 1.501 -0.100 0.49
O -26.82504 9.23125 3.77537 0.146 -2.361 0.641 -0.61
C -25.88221 6.71122 3.00157 -0.682 0.707 0.285 -0.77
H -26.89528 6.06007 5.74470 0.160 -0.058 -0.418 0.34
H -27.23429 7.56467 6.51403 -0.764 0.464 -0.671 0.33
H -25.67306 7.36547 5.97218 0.359 -0.275 -0.506 0.33
H -25.39085 6.03161 3.69785 0.067 -0.086 -0.454 0.28
H -25.20854 7.34344 2.42316 0.186 0.222 0.579 0.29
H -26.51302 6.24916 2.24216 0.096 -0.513 0.306 0.28
C -30.75098 6.62895 16.48034 0.348 0.757 0.697 -0.81
S -29.16879 6.68383 15.59441 0.653 1.447 -1.912 0.47
O -29.31056 7.52316 14.29363 0.035 -1.352 2.610 -0.60
C -28.12995 7.67033 16.84418 -1.256 -0.782 -0.055 -0.91
H -30.44802 6.52618 17.52234 -0.168 -0.075 0.129 0.27
H -31.41475 5.79657 16.24655 0.394 0.056 -0.502 0.32
H -31.26008 7.58690 16.37434 -0.034 -0.041 -0.134 0.29
H -28.24397 7.14840 17.79429 0.176 -0.336 -0.047 0.34
H -28.50939 8.67074 17.05226 0.109 0.124 -0.639 0.32
H -27.08911 7.61200 16.52584 -0.265 0.221 -0.166 0.30
```
Positions in Å, forces in eV/Å.

Orbital gap   0.3351 Ha
ΔE to the lowest compared entry with this formula, charge and spin   89.7 kcal/mol
Spin multiplicity   1

***

Density functional theory data (wB97M-V/def2-TZVPD) for 5 unconnected molecules or ions with the total composition C17H36O5 at a distorted geometry.

```
58
Properties=species:S:1:pos:R:3:forces:R:3:mulliken_charge:R:1
C 3.63207 6.00890 2.66767 0.329 -0.299 0.461 -0.58
C 3.41097 5.56330 1.23230 0.618 1.073 -0.448 -0.56
C 3.44880 4.06629 1.36632 0.652 0.231 0.074 -0.17
O 4.51064 3.84602 2.31847 -0.759 -0.180 0.298 -0.42
C 4.77210 5.07139 3.02757 0.120 -0.299 -0.188 -0.47
H 2.79850 5.77024 3.33270 -0.187 0.246 -0.171 0.29
H 3.96240 7.03702 2.81186 -0.329 0.100 -0.172 0.33
H 4.33074 5.89340 0.73227 -0.190 -0.116 -0.358 0.26
H 2.57883 6.00586 0.68634 -0.219 -0.218 0.216 0.35
H 3.76864 3.54468 0.46581 -0.308 -0.034 -0.130 0.30
H 2.45349 3.74148 1.69341 0.230 -0.463 0.294 0.09
H 5.73625 5.43271 2.65522 -0.019 0.214 0.183 0.29
H 4.84034 4.90239 4.10291 0.047 -0.257 -0.063 0.29
C -2.56024 0.37064 -4.71841 -1.116 0.498 -1.461 -0.49
C -1.67670 1.59116 -4.53425 1.167 0.480 0.166 -0.59
C -0.77830 1.15924 -3.34390 -1.438 -0.186 0.898 -0.39
O -1.46248 0.01528 -2.79808 0.627 -1.417 0.460 -0.33
C -2.79963 -0.07710 -3.30803 0.913 0.154 0.460 -0.46
H -2.04206 -0.36815 -5.33452 0.321 -0.337 0.638 0.24
H -3.44506 0.52834 -5.34937 -0.137 0.472 0.505 0.36
H -2.21464 2.50867 -4.29504 -0.239 -0.157 0.030 0.26
H -1.03969 1.81598 -5.39101 -0.205 -0.065 -0.134 0.30
H -0.75963 1.81215 -2.46411 0.111 0.789 -0.581 0.27
H 0.26042 0.93851 -3.59056 -0.154 -0.422 -0.219 0.27
H -3.39756 0.55767 -2.64223 -0.403 0.392 -0.677 0.26
H -3.22808 -1.07379 -3.19857 0.563 -0.216 -0.039 0.29
C -1.83709 -0.91455 3.31676 -0.086 -1.069 -0.599 -0.50
C -3.26061 -0.58383 2.95886 -1.129 1.634 0.716 -0.59
C -3.53281 -1.26384 1.67016 0.588 0.089 -0.038 -0.13
O -2.90377 -2.52036 1.82921 -0.043 -0.799 0.021 -0.41
C -1.71313 -2.32838 2.58662 0.664 1.359 0.453 0.00
H -1.73189 -0.99196 4.39564 0.281 -0.029 -0.017 0.33
H -1.12618 -0.19166 2.91811 0.061 -0.076 0.026 0.12
H -3.51623 0.47600 2.81088 0.413 -0.016 0.404 0.33
H -3.94333 -0.95108 3.73224 0.042 -0.095 -0.106 0.28
H -3.03704 -0.69337 0.86805 -0.265 -0.164 -0.189 0.02
H -4.60867 -1.31855 1.51131 0.106 -0.545 -0.391 0.35
H -0.84208 -2.31188 1.92798 -0.049 0.046 -0.141 -0.16
H -1.51938 -3.11739 3.31204 -0.549 -0.273 -0.120 0.35
C 0.04442 -4.43136 -0.06613 -0.838 0.912 2.064 0.57
C 1.35105 -4.43559 -0.78891 -0.192 -0.194 -0.957 -0.55
C 1.12396 -5.58268 -1.79270 0.643 0.369 -0.107 -0.46
O -0.27952 -5.74919 -1.93605 -0.502 -0.079 -0.171 -0.45
C -1.02777 -4.93717 -1.01137 1.164 0.095 -0.004 -0.31
H -0.15847 -3.42042 0.30580 -0.247 -0.131 -0.175 -0.61
H 0.07124 -5.02873 0.85233 0.135 -0.241 -0.232 0.32
H 2.19059 -4.52604 -0.10477 0.141 -0.238 -0.184 0.38
H 1.45491 -3.50070 -1.34665 0.122 -0.031 0.054 0.20
H 1.61308 -6.51204 -1.48741 -0.289 -0.119 0.199 0.24
H 1.55020 -5.32575 -2.76615 -0.099 -0.031 -0.056 0.30
H -1.77537 -5.54855 -0.51073 -0.033 -0.055 -0.072 0.25
H -1.51878 -4.08146 -1.48481 -0.006 -0.255 -0.419 0.18
C 0.41824 0.24771 0.19033 0.539 0.629 0.223 -0.08
O 1.07066 0.96638 1.23939 -0.459 -0.549 1.031 -0.52
H 0.74653 0.76884 -0.70667 -0.508 -0.747 -0.607 0.22
H 0.69753 -0.80714 0.23387 0.407 0.113 -0.271 0.08
H -0.66855 0.23827 0.30135 0.003 0.494 -0.049 0.00
H 1.56815 1.71419 0.91664 -0.013 0.015 -0.330 0.28
```
Positions in Å, forces in eV/Å.

Orbital gap   0.3625 Ha
ΔE to the lowest compared entry with this formula, charge and spin   18.5 kcal/mol
Spin multiplicity   1
SMILES string   C1CCOC1.C1CCOC1.C1CCOC1.C1CCOC1.CO

***

Density functional theory data (wB97M-V/def2-TZVPD) for a molecular structure, C17H37AgO5 at a distorted geometry.

```
60
Properties=species:S:1:pos:R:3:forces:R:3:mulliken_charge:R:1
Ag -13.73396 -3.91605 7.78606 0.132 0.167 -0.689 0.80
C -8.56272 -5.73967 7.83716 -0.073 0.582 0.490 -1.07
C -8.62522 -4.24984 7.34283 -0.817 0.272 -0.502 0.61
C -7.30853 -3.82147 6.63398 -0.413 -1.043 -1.499 -1.45
O -9.82345 -3.93887 6.72354 1.353 -0.370 0.377 -0.89
H -9.06157 -5.73337 8.80630 -0.091 -0.203 0.198 0.24
H -7.55523 -6.12089 8.00370 0.352 0.055 0.042 0.31
H -9.09387 -6.48545 7.24575 -0.078 0.420 -0.505 0.31
H -8.44166 -3.59341 8.19341 -0.558 -0.003 1.503 0.01
H -7.30163 -2.75413 6.41298 -0.037 0.021 0.146 0.34
H -7.24819 -4.36143 5.68905 0.021 0.067 -0.545 0.31
H -6.40533 -4.13580 7.15696 0.028 0.211 0.532 0.36
C -16.60449 0.00478 8.32692 0.373 0.105 1.602 -1.08
C -16.29445 0.24373 6.85079 0.260 -1.575 0.070 0.42
C -16.07396 1.75099 6.56311 0.049 -1.115 -0.422 -1.21
O -15.32895 -0.63888 6.38541 -0.220 1.031 0.642 -0.86
H -15.67445 -0.01227 8.89511 0.441 -0.199 -0.069 0.14
H -17.13293 -0.91304 8.58471 0.175 -0.471 -0.605 0.30
H -17.18509 0.73374 8.89226 -0.412 0.797 -0.417 0.36
H -17.23346 -0.04328 6.37751 -0.837 0.320 -0.625 0.07
H -16.96727 2.32865 6.80061 -0.046 0.154 0.208 0.34
H -15.93720 1.76493 5.48181 0.305 0.433 -0.037 0.30
H -15.19173 2.12071 7.08567 0.056 0.123 -0.051 0.29
C -16.48226 -9.12033 5.20835 -0.982 0.241 -1.086 -1.48
C -15.60477 -8.24342 6.09479 1.014 0.055 -1.387 0.53
C -14.54766 -9.26027 6.61034 0.606 -0.086 0.196 -1.25
O -15.10766 -7.15709 5.41125 -0.353 -0.795 1.141 -0.89
H -15.95541 -9.44159 4.30984 0.413 -0.363 0.122 0.35
H -17.31058 -8.55677 4.77895 -0.218 0.410 0.217 0.35
H -16.94238 -9.95441 5.73817 0.152 -0.410 0.108 0.35
H -16.29345 -8.04251 6.91543 -0.160 0.667 0.962 0.13
H -13.61509 -8.85879 7.00687 -0.120 0.602 0.103 0.32
H -14.22074 -9.90829 5.79714 -0.017 -0.027 -0.315 0.33
H -14.93492 -9.93192 7.37651 -0.331 -0.135 0.230 0.32
C -11.25291 0.54923 12.39320 0.296 1.785 1.957 -0.40
C -9.99388 1.43043 12.24097 -0.741 0.302 1.282 -0.48
C -9.68405 1.25032 10.76475 1.621 1.699 0.414 -0.48
O -10.74872 0.61706 10.13723 0.131 0.057 0.396 -0.35
C -11.26276 -0.20974 11.15299 -1.600 -2.372 -1.677 -0.55
H -12.05181 1.28888 12.44596 -0.493 -0.373 -0.286 0.23
H -11.29190 0.02556 13.34837 0.110 -0.443 -0.261 0.32
H -9.18769 1.19629 12.93619 0.239 -0.569 -0.346 0.30
H -10.27444 2.42736 12.58084 0.039 0.341 -0.559 0.22
H -8.73191 0.71997 10.78096 0.021 -0.620 -0.799 0.27
H -9.49900 2.22295 10.30884 -0.060 -0.101 -0.359 0.32
H -10.72806 -1.15918 11.18053 0.671 -0.016 0.307 0.26
H -12.25285 -0.54405 10.84304 -0.228 0.323 -0.080 0.34
C -15.29313 -6.72792 12.90589 0.457 0.881 2.350 -0.55
C -15.66614 -5.33925 13.47840 -1.008 -0.593 0.937 -0.71
C -15.65309 -4.51635 12.20075 0.051 -1.662 1.373 -0.38
O -14.59945 -5.11700 11.46796 0.869 0.845 -2.167 -0.37
C -14.15832 -6.37144 11.96716 -1.239 -0.355 0.768 -0.37
H -16.20284 -7.15663 12.48550 0.449 -0.243 -0.481 0.30
H -14.96482 -7.29036 13.77995 -0.037 -0.635 -0.280 0.30
H -15.10439 -5.08932 14.37844 0.770 0.396 -0.480 0.32
H -16.67727 -5.41141 13.87905 -0.282 0.166 -0.067 0.32
H -15.55511 -3.43425 12.28764 0.158 -0.198 -0.240 0.30
H -16.63006 -4.84963 11.85067 -0.112 0.775 -1.156 0.27
H -13.18637 -6.23098 12.44011 -0.045 -0.042 0.374 0.26
H -14.05242 -7.22307 11.29514 -0.002 0.714 -1.054 0.30
```
Positions in Å, forces in eV/Å.

Charge   -2
Orbital gap   0.1538 Ha
ΔE to the lowest compared entry with this formula, charge and spin   41.9 kcal/mol
Spin multiplicity   1